(1)
C6H7NO | ωB97M-V/def2-TZVPD

Values from the calculation:
- Energy relative to the best compared isomer or geometry (same formula, charge and spin): 8.2778 eV
- Highest occupied orbital energy: -8.76 eV
- LUMO level: 0.57 eV
- Spin multiplicity: 1
- HOMO-LUMO gap: 9.33 eV

```
15
C6H7NO | OMol25 | ωB97M-V/def2-TZVPD
C -1.50 1.24 -0.73
C -1.32 0.30 0.36
C -0.47 -0.90 -0.08
C 0.81 -0.65 -0.81
C 0.98 0.31 1.07
C 0.84 -1.04 0.60
H -2.02 2.08 -0.66
H -1.00 0.75 -1.99
H -1.37 0.65 1.84
H -1.01 -1.80 -0.40
H 1.16 -1.38 -1.62
H 1.08 0.47 2.22
H 1.10 -2.00 0.99
N 1.40 1.31 0.23
O 1.34 0.66 -1.01
```



(2)
C17H42NO7S4V | ωB97M-V/def2-TZVPD

Values from the calculation:
- Energy relative to the best compared isomer or geometry (same formula, charge and spin): 0.0000 eV
- Highest occupied orbital energy: -5.98 eV
- LUMO level: -0.09 eV
- Spin multiplicity: 1
- HOMO-LUMO gap: 5.89 eV

```
72
C17H42NO7S4V | OMol25 | ωB97M-V/def2-TZVPD
O 0.70 -1.38 -0.65
V 0.66 0.19 -0.56
O 2.20 0.67 -0.57
C 2.62 1.55 2.54
C 2.00 0.20 2.91
C 2.26 0.00 4.39
C 1.56 -1.22 4.95
C 0.09 -0.92 4.81
C -0.38 -0.63 3.36
N 0.55 0.31 2.73
O 0.12 0.66 1.45
C -1.76 -0.02 3.51
C -0.42 -2.01 2.68
C 2.71 -0.91 2.09
H 2.65 1.76 1.48
H 3.69 1.46 2.76
H 2.18 2.36 3.13
H 1.93 0.84 5.02
H 3.34 -0.04 4.60
H 1.85 -1.37 6.00
H 1.89 -2.16 4.50
H -0.14 -0.04 5.42
H -0.57 -1.69 5.22
H -2.26 0.06 2.53
H -1.67 1.01 3.85
H -2.48 -0.60 4.08
H -1.27 -2.55 3.12
H 0.47 -2.63 2.74
H -0.70 -1.90 1.63
H 2.09 -1.80 1.97
H 3.66 -1.20 2.54
H 2.91 -0.52 1.10
C -2.93 1.82 -2.40
S -2.92 0.38 -1.31
O -1.49 0.05 -1.06
C -3.55 1.20 0.14
H -3.05 1.47 -3.42
H -1.94 2.27 -2.32
H -3.73 2.50 -2.10
H -3.04 2.14 0.34
H -3.63 0.54 1.00
H -4.60 1.41 -0.10
C 2.59 -0.79 -4.80
S 0.87 -0.52 -4.29
O 0.88 0.03 -2.91
C 0.63 0.91 -5.36
H 2.47 -1.26 -5.78
H 3.09 -1.41 -4.07
H 3.16 0.13 -4.90
H 0.79 0.69 -6.42
H 1.30 1.72 -5.08
H -0.38 1.29 -5.24
C 2.53 3.48 -1.61
S 0.88 3.13 -2.26
O 0.26 2.12 -1.37
C 0.16 4.70 -1.78
H 2.53 3.31 -0.53
H 2.82 4.50 -1.83
H 3.21 2.77 -2.07
H 0.39 4.99 -0.76
H -0.92 4.65 -1.92
H 0.55 5.48 -2.44
C -1.58 -3.46 -1.79
S -2.31 -5.10 -1.99
O -2.29 -5.37 -3.45
C -3.99 -4.55 -1.59
H -1.35 -3.21 -0.75
H -2.14 -2.64 -2.24
H -0.61 -3.49 -2.29
H -4.69 -5.35 -1.83
H -4.25 -3.68 -2.19
H -4.15 -4.34 -0.53
```



(3)
C6H10O | ωB97M-V/def2-TZVPD

Values from the calculation:
- Energy relative to the best compared isomer or geometry (same formula, charge and spin): 0.8862 eV
- Highest occupied orbital energy: -9.81 eV
- LUMO level: 1.04 eV
- Spin multiplicity: 1
- HOMO-LUMO gap: 10.85 eV

```
17
C6H10O | OMol25 | ωB97M-V/def2-TZVPD
O 2.38 -0.51 2.18
C 2.63 -0.34 1.00
C 1.57 -0.54 -0.05
C 0.24 0.02 0.49
C -0.73 0.51 -0.56
C -1.85 -0.36 -1.04
C -2.13 0.79 -0.11
H 3.61 0.08 0.67
H 1.89 0.02 -0.94
H 1.49 -1.59 -0.35
H 0.48 0.86 1.13
H -0.24 -0.72 1.13
H -0.31 1.21 -1.29
H -2.16 -0.27 -2.07
H -1.91 -1.37 -0.64
H -2.64 1.67 -0.48
H -2.35 0.55 0.93
```



(4)
C18H18F3N3O3S | ωB97M-V/def2-TZVPD

Values from the calculation:
- Energy relative to the best compared isomer or geometry (same formula, charge and spin): 0.0000 eV
- Highest occupied orbital energy: -9.43 eV
- LUMO level: 0.03 eV
- Spin multiplicity: 1
- HOMO-LUMO gap: 9.46 eV

```
46
C18H18F3N3O3S | OMol25 | ωB97M-V/def2-TZVPD
O 2.63 1.62 -2.31
C 1.48 1.28 -2.16
N 0.78 0.53 -3.05
C 1.19 0.04 -4.28
C 2.46 0.24 -4.82
C 2.74 -0.30 -6.06
N 1.88 -1.01 -6.77
C 0.68 -1.20 -6.26
C 0.28 -0.71 -5.03
C 0.72 1.67 -0.89
C 1.35 0.92 0.30
C 0.72 1.39 1.61
N -0.71 1.19 1.54
S -1.49 1.16 3.00
O -0.91 2.11 3.91
O -2.90 1.22 2.77
C -1.03 -0.48 3.61
C -0.09 -0.50 4.63
C 0.32 -1.71 5.17
C -0.21 -2.89 4.70
C -1.16 -2.87 3.70
C -1.57 -1.67 3.14
C -2.63 -1.69 2.07
F -2.36 -0.92 1.01
F -3.84 -1.36 2.52
F -2.77 -2.93 1.55
C -1.34 1.94 0.47
C -0.79 1.46 -0.87
H -0.18 0.30 -2.81
H 3.20 0.81 -4.28
H 3.71 -0.17 -6.51
H 0.00 -1.79 -6.87
H -0.72 -0.90 -4.66
H 0.93 2.74 -0.75
H 1.18 -0.15 0.18
H 2.43 1.10 0.32
H 0.96 2.44 1.79
H 1.10 0.80 2.45
H 0.28 0.44 4.98
H 1.06 -1.71 5.96
H 0.10 -3.84 5.12
H -1.59 -3.80 3.34
H -1.15 3.02 0.59
H -2.41 1.76 0.55
H -1.28 2.01 -1.67
H -1.03 0.39 -0.95
```



(5)
C8H8N4O4 | ωB97M-V/def2-TZVPD

Values from the calculation:
- Energy relative to the best compared isomer or geometry (same formula, charge and spin): 4.0809 eV
- Highest occupied orbital energy: -9.27 eV
- LUMO level: -0.36 eV
- Spin multiplicity: 1
- HOMO-LUMO gap: 8.91 eV

```
24
C8H8N4O4 | OMol25 | ωB97M-V/def2-TZVPD
O 1.17 -0.99 -2.59
C 1.08 -0.97 -1.30
C 0.83 -1.99 -0.35
C 1.00 -1.71 1.04
N 1.26 -0.42 1.47
C 1.61 0.63 0.62
O 2.21 1.59 1.00
N 1.44 0.21 -0.68
H 0.46 -3.03 -0.54
H 0.87 -2.53 1.79
H 1.73 -0.37 2.43
H 1.33 1.10 -1.04
O -1.37 -0.07 2.37
C -1.40 0.42 1.20
C -2.12 -0.26 0.16
C -1.80 -0.15 -1.12
N -1.11 1.00 -1.53
C -0.52 1.92 -0.56
O 0.23 2.87 -0.73
N -0.80 1.58 0.78
H -2.72 -1.10 0.62
H -2.30 -0.62 -1.89
H -0.80 0.71 -2.65
H -0.29 2.15 1.50
```



(6)
C2H3FN2O2S | ωB97M-V/def2-TZVPD

Values from the calculation:
- Energy relative to the best compared isomer or geometry (same formula, charge and spin): 1.4319 eV
- Highest occupied orbital energy: -10.96 eV
- LUMO level: -2.69 eV
- Spin multiplicity: 1
- HOMO-LUMO gap: 8.28 eV

```
11
C2H3FN2O2S | OMol25 | ωB97M-V/def2-TZVPD
N -2.95 -0.38 0.54
C -1.93 -0.58 0.04
C -0.62 -0.55 -0.49
S 0.27 0.96 0.44
O 0.89 -0.08 1.56
F -0.52 2.05 -0.69
N 1.42 0.65 -0.73
O 2.45 -0.04 -0.29
H -0.18 -1.51 -0.26
H -0.76 -0.44 -1.50
H 1.94 -0.09 1.38
```